The following is a quantum chemistry calculation of a 2-piece molecular cluster, C5H2NO5S overall at a distorted geometry, from the OMol25 dataset.

2S+1: 3
Charge: -1
HOMO level (spin up / spin down) (Eh): -0.082 / -0.192
Maximum force (eV/Å): 4.0
Frontier orbital gap (spin up / spin down) (eV): 5.352 / 6.459
LUMO level (spin up / spin down) (eV): 3.1 / 1.2
Calculated total energy (Ha): -1020.63953

Each line ends with the Löwdin spin population.
Positions of all 14 atoms, in Å:
C (0.9249, 0.3362, -2.0914)  0.13
C (1.2986, 1.7706, -2.2571)  0.65
C (0.2795, -0.2067, -0.9640)  0.15
C (-0.1366, -0.8711, -0.0290)  0.05
C (-2.5513, -0.5176, 3.5895)  0.00
N (-0.7252, -1.0381, 1.1705)  0.22
O (-1.7501, -0.9956, 4.2858)  0.00
O (-3.4355, -0.0043, 3.0088)  0.00
O (-0.5081, -0.1482, 1.9933)  0.22
O (-1.5718, -1.9521, 1.3861)  0.21
O (3.3722, 0.4488, -3.4459)  0.10
S (2.7624, 0.7653, -2.1964)  0.20
H (0.7355, -0.1106, -2.9679)  0.02
H (1.3055, 2.5236, -1.4823)  0.04

***

The following is a quantum chemistry calculation of a single C5H2O molecule, from the OMol25 dataset.

Energy relative to the best compared isomer or geometry (same formula, charge and spin) (kJ/mol): 70.92
HOMO level (Eh): -0.366
Maximum force (eV/Å): 0.6
SMILES: C#CC#CC=O
Frontier orbital gap (eV): 9.485
LUMO level (eV): -0.5
Calculated total energy (Ha): -266.79174

Each line ends with the Löwdin charge.
Positions of all 8 atoms, in Å:
C (2.4457, -0.4612, 0.0789)  0.15
C (1.5724, 0.3653, -0.0134)  -0.13
C (0.2946, 0.8773, 0.0457)  -0.03
C (-0.9063, 0.7926, 0.1841)  0.05
C (-2.0874, 0.0065, 0.5134)  -0.27
O (-2.0902, -1.1753, 0.2559)  0.07
H (3.1317, -1.2673, 0.2001)  0.04
H (-2.9192, 0.4944, 1.0380)  0.11

***

The following is a quantum chemistry calculation of a single C5H2O molecule, from the OMol25 dataset.

Energy relative to the best compared isomer or geometry (same formula, charge and spin) (kJ/mol): 258.31
HOMO level (Eh): -0.376
Maximum force (eV/Å): 0.8
Frontier orbital gap (eV): 9.022
LUMO level (eV): -1.2
Calculated total energy (Ha): -266.72037

Each line ends with the Löwdin charge.
Positions of all 8 atoms, in Å:
O (1.3463, 1.6269, 0.3042)  0.12
C (1.2653, 0.4597, 0.0958)  -0.23
C (0.4827, -0.2747, -2.0919)  0.27
C (0.1609, -0.1916, -0.8336)  -0.38
C (-0.7732, -0.5134, 0.1804)  -0.12
C (-1.1666, -0.5634, 1.3212)  0.16
H (1.8003, -0.3308, 0.6458)  0.14
H (-1.5105, -0.5930, 2.3312)  0.05

***

The following is a quantum chemistry calculation of C5H2O as an isolated structure at a distorted geometry, from the OMol25 dataset.

Energy relative to the best compared isomer or geometry (same formula, charge and spin) (kJ/mol): 461.59
HOMO level (Eh): -0.347
Maximum force (eV/Å): 6.2
Frontier orbital gap (eV): 8.476
LUMO level (eV): -1.0
Calculated total energy (Ha): -266.64295

Each line ends with the Löwdin charge.
Positions of all 8 atoms, in Å:
C (0.1906, 0.3460, -1.8661)  -0.02
C (1.3423, 0.4081, -0.9468)  0.07
C (-0.1962, 0.5837, 1.2945)  -0.21
C (-0.1610, -0.7524, -1.1616)  -0.08
C (0.3085, 0.0709, -0.0333)  -0.23
O (-1.2935, 0.7960, 1.6966)  0.10
H (0.5865, 0.5947, 2.0465)  0.12
H (-0.7772, -2.0470, -1.0299)  0.26

***

The following is a quantum chemistry calculation of a 2-piece molecular cluster, C5H2O2 overall at a distorted geometry, from the OMol25 dataset.

Energy relative to the best compared isomer or geometry (same formula, charge and spin) (kJ/mol): 0.00
HOMO level (Eh): -0.356
Maximum force (eV/Å): 4.1
SMILES: C#CC#C.O=C=O
Frontier orbital gap (eV): 9.944
LUMO level (eV): 0.2
Calculated total energy (Ha): -342.07488

Each line ends with the Löwdin charge.
Positions of all 9 atoms, in Å:
C (1.4262, -1.7498, -0.2496)  0.15
C (0.9815, -0.6344, -0.0231)  -0.16
C (1.1155, 0.7360, 0.1576)  -0.17
C (1.5475, 1.8470, 0.3685)  0.13
H (1.9148, -2.6805, -0.3408)  0.03
H (1.8958, 2.8210, 0.5614)  0.02
O (-2.0744, -0.6377, 0.3379)  0.18
C (-2.8838, 0.0215, -0.1964)  -0.39
O (-3.9231, 0.2771, -0.6155)  0.22

***

The following is a quantum chemistry calculation of C5H30N2O10 as an isolated structure at a distorted geometry, from the OMol25 dataset.

Energy relative to the best compared isomer or geometry (same formula, charge and spin) (kJ/mol): 641.64
HOMO level (Eh): -0.304
Maximum force (eV/Å): 14.6
Frontier orbital gap (eV): 8.425
LUMO level (eV): 0.1
Calculated total energy (Ha): -1070.23668

Each line ends with the Löwdin charge.
Positions of all 47 atoms, in Å:
C (-0.6688, 2.9918, 4.0365)  -0.07
C (0.4315, 2.3305, 3.1810)  -0.26
N (-0.0138, 1.6717, 1.9714)  -0.23
C (-0.2209, 2.6200, 0.8718)  -0.06
C (-1.0175, 0.6460, 2.0817)  -0.13
C (-0.9810, -0.2936, 0.8729)  -0.49
N (-0.5660, -1.5546, 1.1072)  0.18
O (-1.4641, 0.0479, -0.1945)  0.04
H (-0.8610, 4.0331, 3.7954)  0.06
H (-0.3498, 3.0256, 5.0819)  0.07
H (-1.5522, 2.3820, 3.8657)  0.06
H (1.2559, 2.9807, 2.9776)  0.11
H (0.8667, 1.5616, 3.8277)  0.10
H (0.7061, 2.5912, 0.2863)  0.09
H (-1.0442, 2.3925, 0.2049)  0.05
H (-0.2547, 3.6843, 1.1365)  0.09
H (-2.0071, 1.0717, 2.0501)  0.12
H (-0.8581, 0.0788, 2.9889)  0.12
H (-1.0025, -2.3227, 0.6024)  0.12
H (-0.0056, -1.7719, 1.9217)  0.07
H (-3.5769, -0.8054, -2.0631)  0.06
H (-3.8883, -2.2842, -2.2955)  0.04
O (-3.2119, -1.6272, -2.4456)  -0.05
H (0.3728, -0.4090, -2.6658)  0.03
H (1.0795, -1.7169, -2.8397)  0.06
O (1.2566, -0.7697, -2.7299)  -0.03
H (2.2143, -0.4225, -1.3766)  -0.02
H (2.4168, -0.0411, 0.1551)  0.02
O (2.8642, -0.2626, -0.6633)  -0.07
H (-1.8210, 1.7013, -2.1350)  -0.15
H (-1.7690, 3.0723, -2.7842)  0.06
O (-1.6170, 2.6275, -1.9586)  -0.02
H (-1.4495, 1.2055, -2.3589)  -0.03
H (-1.8130, -0.0134, -3.2259)  0.02
O (-1.9216, 0.9348, -3.1512)  0.03
H (4.3823, -1.8586, 1.2144)  0.06
H (3.1064, -2.4733, 0.8155)  0.00
O (3.5677, -2.1751, 1.6309)  -0.07
H (1.5565, -2.6377, -0.6439)  0.02
H (2.9880, -2.7109, -1.1054)  0.05
O (2.3028, -3.2356, -0.6792)  -0.04
H (1.3222, -0.1234, 2.8370)  -0.01
H (2.1539, -1.3800, 2.7257)  0.02
O (1.3412, -1.0167, 3.1262)  -0.05
H (-1.6761, -1.7246, -4.5581)  0.04
H (-0.3580, -1.5278, -5.3997)  0.06
O (-0.7386, -1.4885, -4.5214)  -0.04